No. 1
Density functional theory data (the ωB97M-V functional and the def2-TZVPD basis) for a structure of composition C57H49BrN4O2P2RuSSi.

Summary:
<S²>: 8.834
Total charge: +1
Energy: -6610.00393 Eh
HOMO energy (alpha / beta): -9.51 / -9.99 eV
2S+1: 6

Geometry as XYZ:
```
118
C57H49BrN4O2P2RuSSi | OMol25 | the ωB97M-V functional and the def2-TZVPD basis
Ru -0.920 -0.209 -0.362
O -6.086 1.434 1.715
C -6.104 1.388 0.355
C -7.209 1.808 -0.378
C -7.209 1.711 -1.757
C -6.097 1.219 -2.418
C -4.990 0.806 -1.696
C -4.993 0.872 -0.313
C -3.808 0.346 0.491
O -2.706 1.084 0.389
N -3.578 -1.042 0.044
N -2.385 -1.595 0.311
C -2.344 -2.939 0.415
C -1.295 -3.634 0.839
Br 1.396 -2.011 -0.396
C -0.328 -4.381 1.281
C -0.082 -4.714 2.684
C 1.098 -5.366 3.035
C 1.360 -5.675 4.355
C 0.455 -5.325 5.344
C -0.723 -4.681 5.005
C -0.996 -4.389 3.684
H -6.931 1.775 2.037
H -8.073 2.195 0.145
H -8.085 2.014 -2.310
H -6.100 1.140 -3.493
H -4.126 0.400 -2.203
H -4.150 0.292 1.553
H -4.392 -1.656 0.089
H -3.266 -3.481 0.182
H 0.403 -4.771 0.579
H 1.805 -5.632 2.264
H 2.269 -6.198 4.615
H 0.666 -5.563 6.373
H -1.436 -4.413 5.770
H -1.930 -3.923 3.411
C 4.382 -0.964 0.332
Si 2.622 -0.422 0.791
C 2.064 -0.879 2.540
C 2.948 -1.601 3.336
C 2.581 -2.060 4.587
C 1.323 -1.757 5.079
C 0.441 -1.013 4.317
C 0.784 -0.585 3.037
P -0.413 0.356 2.003
C 0.122 2.074 2.269
C -0.454 3.052 1.462
C -0.124 4.382 1.644
C 0.788 4.743 2.624
C 1.354 3.771 3.432
C 1.022 2.439 3.263
C -1.913 0.297 3.034
C -2.517 1.439 3.547
C -3.683 1.329 4.285
C -4.255 0.091 4.524
C -3.658 -1.051 4.010
C -2.500 -0.948 3.262
C 2.575 1.442 0.443
C 3.487 2.163 1.214
C 3.635 3.528 1.076
C 2.847 4.208 0.165
C 1.922 3.516 -0.593
C 1.788 2.134 -0.483
P 0.515 1.244 -1.455
C -0.299 2.618 -2.356
C -1.596 3.000 -2.029
C -2.176 4.083 -2.669
C -1.476 4.784 -3.637
C -0.192 4.391 -3.985
C 0.393 3.307 -3.357
C 1.486 0.454 -2.773
C 0.930 -0.714 -3.533
C 1.823 -1.180 -4.631
C 3.046 -0.656 -4.863
C 3.542 0.393 -4.066
C 2.760 0.909 -3.041
H 5.114 -0.354 0.850
H 4.553 -0.853 -0.736
H 4.565 -2.003 0.582
H 3.936 -1.816 2.961
H 3.269 -2.652 5.171
H 1.025 -2.097 6.059
H -0.523 -0.759 4.732
H -1.172 2.744 0.713
H -0.569 5.140 1.017
H 1.059 5.780 2.756
H 2.060 4.053 4.199
H 1.461 1.684 3.900
H -2.094 2.415 3.366
H -4.146 2.222 4.675
H -5.165 0.014 5.099
H -4.099 -2.021 4.185
H -2.030 -1.832 2.851
H 4.088 1.644 1.944
H 4.351 4.060 1.681
H 2.935 5.276 0.052
H 1.298 4.068 -1.278
H -2.149 2.449 -1.275
H -3.177 4.389 -2.403
H -1.930 5.636 -4.121
H 0.362 4.936 -4.735
H 1.401 3.011 -3.620
H 0.793 -1.582 -2.865
H 1.439 -2.002 -5.215
H 3.664 -1.043 -5.657
H 4.518 0.806 -4.258
H 3.166 1.711 -2.437
S -1.690 -0.384 -2.560
C -0.507 -0.535 -4.094
N -0.640 0.629 -4.897
C -1.514 0.665 -5.928
C -2.111 -0.472 -6.363
C -1.729 -1.678 -5.706
N -0.944 -1.722 -4.693
H -0.217 1.485 -4.559
H -1.654 1.627 -6.401
H -2.786 -0.476 -7.197
H -2.070 -2.636 -6.074
```

Löwdin atomic charge list, values in e, 8 entries: 0.724, 0.055, -0.262, -0.021, -0.082, -0.085, -0.043, -0.095

=====

No. 2
Density functional theory data (the ωB97M-V functional and the def2-TZVPD basis) for the molecule C3HN3O2.

Summary:
Energy above the lowest of the compared OMol25 structures with the same formula, charge and spin: 104.20 kcal per mole
Total charge: 0
Energy: -429.48642 Eh
HOMO energy: -12.42 eV
2S+1: 1

Geometry as XYZ:
```
9
C3HN3O2 | OMol25 | the ωB97M-V functional and the def2-TZVPD basis
N 1.790 -1.553 -1.335
C 1.096 -0.996 -0.643
C 0.015 -0.289 0.375
C 0.683 -0.418 1.616
N 1.189 -0.611 2.615
N -1.054 -1.248 0.188
O -1.175 -2.120 0.975
O -1.720 -1.138 -0.800
H -0.092 0.695 -0.129
```

Löwdin atomic charge list, values in e, 8 entries: 0.184, -0.120, -0.118, -0.196, 0.235, -0.440, 0.153, 0.124

=====

No. 3
Density functional theory data (the ωB97M-V functional and the def2-TZVPD basis) for a structure of composition C36H32BrN5OPdSi.

Summary:
Energy above the lowest of the compared OMol25 structures with the same formula, charge and spin: 0.00 kcal per mole
Total charge: -2
Energy: -4731.38968 Eh
HOMO energy (alpha / beta): 1.49 / 1.50 eV
2S+1: 1

Geometry as XYZ:
```
77
C36H32BrN5OPdSi | OMol25 | the ωB97M-V functional and the def2-TZVPD basis
Pd 13.355 13.999 8.030
C 15.293 15.316 5.174
Si 16.316 14.227 6.454
C 17.946 15.022 6.685
C 16.610 12.533 5.653
N 15.412 14.104 7.954
C 16.035 13.597 9.056
C 17.132 12.708 8.996
C 17.934 12.355 10.056
C 17.587 12.805 11.359
C 16.352 13.415 11.494
C 15.535 13.855 10.403
O 14.470 14.741 10.621
C 13.401 14.355 11.441
C 12.349 15.251 11.593
C 11.335 15.002 12.565
C 11.426 13.870 13.307
C 12.355 12.872 13.011
C 13.320 13.108 12.076
H 15.558 15.099 4.145
H 15.616 16.392 5.351
H 14.227 15.177 5.284
H 17.790 15.835 7.447
H 18.189 15.612 5.816
H 18.750 14.323 6.896
H 17.594 12.683 5.235
H 15.975 12.458 4.782
H 16.494 11.659 6.242
H 17.441 12.401 7.985
H 18.830 11.826 9.812
H 18.250 12.620 12.207
H 15.984 13.749 12.463
H 12.183 16.154 10.961
H 10.525 15.765 12.677
H 10.709 13.690 14.082
H 12.383 11.856 13.500
H 14.015 12.296 11.834
N 5.278 20.427 7.896
C 6.164 19.643 7.812
C 7.225 18.662 7.713
C 7.943 18.480 6.553
C 9.036 17.594 6.551
C 9.355 16.844 7.686
C 8.502 16.936 8.804
C 7.451 17.821 8.822
C 10.531 15.931 7.659
C 10.369 14.567 7.888
C 9.107 13.892 8.000
C 9.348 12.549 8.214
C 10.741 12.362 8.244
N 11.363 13.570 7.952
C 11.842 16.513 7.564
C 12.101 17.967 7.482
C 13.455 18.150 7.691
C 13.997 16.876 7.770
N 13.071 15.867 7.762
H 7.686 19.051 5.697
H 9.657 17.400 5.683
H 8.728 16.336 9.678
H 6.758 17.793 9.704
H 8.123 14.394 7.871
H 8.693 11.724 8.297
H 11.219 11.435 8.456
H 11.466 18.828 7.290
H 14.021 19.115 7.702
H 15.056 16.695 7.787
Br 13.622 7.144 7.177
C 13.758 9.051 7.405
C 13.608 9.690 8.676
C 13.583 11.072 8.888
N 13.600 11.977 7.827
C 13.817 11.374 6.671
C 14.032 9.983 6.417
H 13.384 9.067 9.567
H 13.403 11.477 9.897
H 13.965 11.999 5.782
H 14.326 9.709 5.371
```

Löwdin atomic charge list, values in e, 8 entries: 0.993, -0.175, 0.409, -0.190, -0.193, -0.183, -0.319, -0.086